139
Properties=species:S:1:pos:R:3:forces:R:3 method="wB97M-V/def2-TZVPD" lumo_ev="-7.6486 / -11.6635" charge=+3 s_squared=0.762 fmax_ev_per_a=2.4 relative_energy_kj_mol=122.33 multiplicity=2
Re 0.3150 -0.0715 0.1581 -0.313 -0.393 1.304
O 0.9401 1.6595 1.1282 0.497 -0.450 -0.388
S -0.3834 2.2817 0.6193 0.024 1.205 -0.178
C -0.9799 3.1696 2.0246 -0.219 -0.501 -0.425
C -0.5313 4.4475 2.2914 0.093 0.021 -0.070
C -1.0055 5.1765 3.3871 -0.086 0.056 0.178
C -1.9734 4.6043 4.1799 0.098 -0.125 -0.189
C -2.7531 5.1401 5.3444 -0.016 0.082 0.085
C -3.5968 3.9427 5.8500 -0.054 0.055 0.135
C -3.2879 2.8253 4.8970 0.057 -0.162 -0.079
C -3.6966 1.5170 4.8508 -0.089 0.143 0.136
C -3.1628 0.6865 3.8577 0.058 0.112 -0.175
C -2.2772 1.1140 2.8721 -0.096 -0.239 -0.102
P -1.6778 -0.2593 1.7913 0.198 -0.284 0.094
C -1.3187 -1.4691 3.1029 -0.018 -0.022 -0.080
C -1.9963 -2.6672 3.2843 0.008 0.129 0.014
C -1.6292 -3.5099 4.3264 0.004 -0.081 0.026
C -0.5981 -3.1558 5.1823 -0.020 -0.045 0.024
C 0.0800 -1.9545 5.0041 0.004 0.046 -0.021
C -0.2767 -1.1136 3.9654 -0.107 -0.091 -0.052
C -3.1634 -0.8467 0.9154 0.023 0.068 0.033
C -3.0247 -1.9900 0.1202 -0.046 0.080 0.142
C -4.1279 -2.5361 -0.5117 -0.043 -0.027 0.165
C -5.3747 -1.9397 -0.3752 -0.044 -0.004 0.329
C -5.5092 -0.7787 0.3711 -0.021 -0.074 -0.073
C -4.4089 -0.2274 1.0130 0.069 -0.174 -0.100
C -1.8696 2.4728 2.8858 -0.051 0.043 0.098
C -2.3664 3.2719 3.9348 0.019 -0.008 -0.083
C 0.0045 3.5510 -0.5549 -0.335 -0.001 0.158
C -0.9816 4.5157 -0.6915 0.120 -0.222 0.113
C -0.8339 5.6284 -1.5233 0.140 0.109 -0.202
C 0.3517 5.7580 -2.2030 -0.107 -0.111 0.108
C 0.8349 6.8340 -3.1296 -0.016 0.135 -0.105
C 2.2599 6.3962 -3.5435 0.073 0.120 -0.062
C 2.4645 5.0692 -2.8733 0.049 -0.211 0.096
C 3.5150 4.1905 -2.8965 -0.005 0.255 -0.127
C 3.3636 2.9686 -2.2330 -0.195 -0.027 0.112
C 2.2439 2.6096 -1.4908 0.349 -0.184 0.008
P 2.2931 0.8327 -1.0499 -0.464 -0.816 0.166
C 3.7679 0.6350 -0.0221 0.072 0.035 -0.151
C 4.3636 -0.6234 0.1066 0.023 0.144 -0.018
C 5.4659 -0.7928 0.9259 0.043 0.002 0.034
C 5.9711 0.2859 1.6413 -0.035 -0.040 -0.030
C 5.3682 1.5309 1.5361 0.071 0.018 0.111
C 4.2724 1.7109 0.7074 -0.045 -0.100 -0.098
C 2.5703 0.0994 -2.6969 0.045 0.080 -0.018
C 1.6019 0.4241 -3.6519 0.079 -0.028 0.068
C 1.6857 -0.0754 -4.9381 -0.038 -0.039 -0.032
C 2.7322 -0.9222 -5.2849 0.004 -0.050 0.007
C 3.7075 -1.2301 -4.3501 -0.021 -0.062 -0.085
C 3.6360 -0.7171 -3.0612 -0.059 0.059 0.020
C 1.1930 3.5611 -1.3399 0.093 0.042 -0.072
C 1.3301 4.7463 -2.1017 -0.079 -0.069 0.045
H 0.1924 4.9109 1.6332 -0.031 -0.022 0.010
H -0.6157 6.1667 3.5796 -0.049 0.023 -0.033
H -3.3875 5.9638 5.0109 0.019 0.011 0.021
H -2.1006 5.5442 6.1188 0.020 -0.006 -0.023
H -4.6632 4.1712 5.8606 0.005 -0.019 -0.009
H -3.3306 3.6625 6.8703 0.004 0.003 -0.012
H -4.3880 1.1097 5.5765 0.002 -0.012 -0.006
H -3.4544 -0.3563 3.8734 -0.013 -0.004 0.012
H -2.8219 -2.9337 2.6339 0.016 -0.029 0.019
H -2.1540 -4.4452 4.4694 -0.016 0.013 0.031
H -0.3264 -3.8117 5.9987 0.013 -0.008 -0.017
H 0.8826 -1.6747 5.6736 -0.013 -0.017 0.009
H 0.2417 -0.1681 3.8257 0.028 -0.034 0.031
H -2.0554 -2.4651 0.0284 -0.070 0.015 -0.083
H -4.0211 -3.4368 -1.1046 -0.009 0.220 0.383
H -6.2438 -2.3807 -0.8464 -0.020 -0.016 0.024
H -6.4741 -0.2991 0.4691 -0.021 -0.023 -0.003
H -4.5369 0.6748 1.5913 0.033 0.041 0.090
H -1.8865 4.4180 -0.1035 0.014 0.091 -0.004
H -1.6192 6.3690 -1.5865 -0.018 -0.014 -0.017
H 0.8236 7.8125 -2.6484 0.005 -0.020 0.023
H 0.1725 6.9089 -3.9941 -0.001 0.011 0.016
H 3.0159 7.1127 -3.2186 -0.010 -0.009 0.001
H 2.3606 6.3086 -4.6258 0.016 -0.006 0.010
H 4.4247 4.4004 -3.4434 -0.001 -0.013 -0.011
H 4.1653 2.2448 -2.3299 0.004 0.013 -0.020
H 3.9742 -1.4657 -0.4495 0.032 0.015 0.066
H 5.9358 -1.7643 1.0052 -0.001 0.004 0.008
H 6.8356 0.1484 2.2766 -0.006 0.036 0.013
H 5.7567 2.3688 2.0994 0.012 0.002 -0.009
H 3.8161 2.6885 0.6176 0.022 -0.006 0.018
H 0.8015 1.1080 -3.3865 0.006 0.019 -0.054
H 0.9526 0.2118 -5.6816 -0.024 0.004 -0.006
H 2.7976 -1.3245 -6.2869 0.033 0.050 -0.032
H 4.5426 -1.8600 -4.6263 0.012 0.005 -0.008
H 4.4365 -0.9345 -2.3694 -0.019 0.017 0.003
Cl -8.3629 1.7789 -3.3487 -0.026 0.036 0.012
C -6.9697 0.8588 -3.7586 0.110 -0.137 0.055
C -6.5654 -0.1854 -2.9411 -0.078 0.020 0.038
C -5.4557 -0.9316 -3.2975 -0.011 -0.070 -0.277
C -4.7275 -0.6534 -4.4477 0.045 -0.102 -0.254
C -3.5270 -1.5123 -4.7942 0.145 0.679 0.641
C -2.1971 -0.7246 -4.6875 -0.289 -0.125 -0.210
N -1.4382 -1.1101 -3.5103 0.123 0.059 -0.337
C -0.6944 -2.2619 -3.4017 -0.086 -0.127 -0.051
C -0.0891 -2.2284 -2.1891 -0.077 0.259 -0.007
N -0.4756 -1.0682 -1.5435 0.283 0.767 -0.223
C -1.2858 -0.4158 -2.3892 -0.040 -0.428 0.584
O -3.5939 -2.0623 -6.0826 -0.117 -0.687 -0.561
C -3.9320 -3.4453 -6.0742 -0.243 0.448 -0.221
C -2.7531 -4.2523 -5.6119 0.423 0.565 -2.327
C -2.5833 -4.7484 -4.3488 -0.284 -0.693 1.915
Cl -3.6807 -4.6373 -3.0373 0.899 -0.513 -1.304
S -1.0765 -5.5713 -4.1542 0.637 -0.633 0.290
C -0.6540 -5.2355 -5.7823 0.596 -0.889 1.457
C -1.6239 -4.5395 -6.4299 -2.139 1.162 -0.217
C -5.1378 0.4250 -5.2419 -0.107 -0.070 0.378
Cl -4.2404 0.9035 -6.6383 0.090 -0.048 -0.119
C -6.2552 1.1715 -4.9056 0.036 0.050 -0.108
H -7.1268 -0.4158 -2.0459 -0.018 0.018 -0.052
H -5.1514 -1.7632 -2.6730 -0.021 0.145 -0.225
H -3.4790 -2.3310 -4.0678 -0.025 0.348 0.108
H -2.3815 0.3470 -4.6701 0.135 -0.003 0.076
H -1.6030 -0.9637 -5.5687 0.069 0.114 0.023
H -0.6534 -3.0051 -4.1836 0.104 0.409 0.067
H 0.5675 -2.9502 -1.7401 0.053 0.084 -0.060
H -1.7996 0.5115 -2.1863 0.081 0.013 -0.001
H -4.1890 -3.6946 -7.1019 0.008 -0.103 0.028
H -4.8034 -3.6294 -5.4405 -0.030 -0.034 -0.040
H 0.2836 -5.5979 -6.1732 0.085 -0.010 -0.064
H -1.5569 -4.2409 -7.4669 -0.032 0.012 -0.012
H -6.5666 1.9947 -5.5335 0.007 -0.007 -0.003
Cl 0.6782 -7.5098 -1.0857 -0.080 -0.249 -0.163
C 0.8409 -5.8962 -0.5312 -0.015 0.433 0.092
C -0.1964 -5.2909 0.1733 -0.008 -0.199 -0.115
C -0.0392 -4.0055 0.6495 0.054 0.126 0.015
C 1.1345 -3.2777 0.4265 0.104 -0.107 0.035
C 1.3146 -1.9098 0.9616 -0.116 1.137 -0.267
C 2.1572 -3.9054 -0.2927 0.035 0.056 0.040
C 2.0200 -5.1973 -0.7659 0.016 -0.091 -0.093
H -1.1089 -5.8431 0.3551 0.001 -0.026 0.063
H -0.8366 -3.5567 1.2248 0.042 -0.045 0.095
H 2.3654 -1.6248 0.9387 -0.008 -0.103 0.063
H 0.9619 -1.8630 1.9938 0.027 -0.111 -0.027
H 3.0902 -3.3809 -0.4649 -0.051 -0.045 0.001
H 2.8264 -5.6767 -1.3041 0.028 -0.017 0.025